Record 1
52
Properties=species:S:1:pos:R:3:mulliken_spin:R:1 method="wB97M-V/def2-TZVPD" e_lumo_ev="-2.09 / -4.19" total_charge=+1 homo_lumo_gap_ev="7.8 / 6.7" homo_ev="-9.8 / -10.9" spin_multiplicity=6
Fe -0.615 0.213 -0.379 3.85
C 3.346 -0.781 2.289 0.00
N 2.109 -1.501 2.530 0.00
C 2.265 -2.745 3.247 0.00
C 0.977 -1.041 1.995 -0.01
O 0.950 -0.032 1.289 0.03
C -0.333 -1.798 2.277 0.00
O -1.404 -1.210 1.560 0.02
C -2.437 -0.570 2.293 0.00
C -2.446 0.945 2.012 -0.02
O -1.622 1.427 1.231 0.03
N -3.329 1.701 2.658 0.00
C -4.442 1.230 3.447 0.00
C -3.279 3.143 2.515 0.00
H 3.846 -0.588 3.239 0.00
H 3.114 0.165 1.805 0.00
H 4.009 -1.367 1.648 0.00
H 2.936 -2.587 4.091 0.00
H 2.703 -3.504 2.593 0.00
H 1.322 -3.121 3.629 0.00
H -0.528 -1.794 3.355 0.00
H -0.249 -2.834 1.923 0.00
H -2.321 -0.737 3.371 0.00
H -3.382 -1.019 1.961 0.00
H -4.491 0.148 3.491 0.00
H -5.371 1.597 3.004 0.00
H -4.369 1.621 4.464 0.00
H -2.364 3.419 1.996 0.00
H -3.291 3.596 3.507 0.00
H -4.139 3.500 1.946 0.00
O -3.944 0.073 -6.515 0.05
C -3.481 0.114 -5.422 0.01
S -3.182 -1.331 -4.412 0.04
C -2.486 -0.500 -3.033 0.19
C -2.387 0.879 -3.129 0.13
S -1.723 1.907 -1.948 0.36
S -2.998 1.613 -4.600 0.02
S -1.992 -1.409 -1.682 0.28
O 1.239 0.415 -1.509 0.01
S 2.354 1.249 -2.070 0.01
C 3.861 0.176 -1.916 0.00
C 4.354 -0.137 -3.321 0.00
C 3.102 -0.272 -4.176 0.00
C 2.268 0.966 -3.890 0.00
H 3.532 -0.720 -1.393 0.00
H 4.595 0.710 -1.318 0.00
H 4.943 -1.054 -3.329 0.00
H 4.987 0.671 -3.690 0.00
H 2.554 -1.167 -3.874 0.00
H 3.342 -0.359 -5.235 0.00
H 1.219 0.852 -4.153 0.00
H 2.674 1.854 -4.370 0.00

---

Record 2
51
Properties=species:S:1:pos:R:3:lowdin_charge:R:1 method="wB97M-V/def2-TZVPD" de_lowest_ev=0.000 e_lumo_ev="-8.89 / -8.88" total_charge=+2 homo_lumo_gap_ev="6.1 / 6.1" homo_ev="-15.0 / -15.0"
V -0.029 -0.664 1.119 1.13
C -0.777 2.242 4.231 0.01
C 0.277 1.913 5.077 0.02
C 1.240 1.004 4.660 0.05
C 1.116 0.450 3.401 -0.19
N 0.055 0.734 2.608 0.01
C -0.872 1.619 3.002 -0.04
C 2.067 -0.451 2.740 -0.16
C 3.122 -1.113 3.362 0.03
C 3.993 -1.878 2.599 0.00
C 3.837 -1.992 1.220 -0.01
C 2.789 -1.345 0.580 -0.03
C 1.896 -0.615 1.352 -0.15
H -1.522 2.969 4.518 0.13
H 0.357 2.378 6.051 0.14
H 2.083 0.758 5.289 0.13
H -1.672 1.830 2.302 0.11
H 3.277 -1.025 4.429 0.13
H 4.822 -2.379 3.082 0.13
H 4.542 -2.576 0.644 0.13
H 2.661 -1.416 -0.493 0.12
F 2.425 2.972 -7.116 0.17
C 1.195 2.497 -6.937 -0.61
F 1.002 1.514 -7.819 0.18
F 0.330 3.470 -7.209 0.17
C 1.000 1.968 -5.528 -0.05
C -0.294 1.863 -5.021 0.03
C -0.488 1.330 -3.769 0.03
C 0.626 0.896 -3.014 -0.22
C 1.928 1.016 -3.539 0.03
C 2.108 1.551 -4.794 0.03
C 0.417 0.343 -1.757 0.04
C 0.214 -0.137 -0.633 -0.03
H -1.133 2.195 -5.617 0.14
H -1.482 1.227 -3.355 0.13
H 2.776 0.679 -2.958 0.13
H 3.098 1.643 -5.216 0.14
C -3.285 -3.876 1.104 0.05
N -3.246 -2.410 0.991 -0.01
C -4.404 -1.676 0.713 0.02
C -4.373 -0.346 0.564 0.07
C -3.123 0.400 0.686 -0.44
O -2.999 1.598 0.609 0.10
N -2.017 -0.406 0.999 0.08
C -2.120 -1.726 1.111 -0.45
O -0.953 -2.289 1.333 -0.05
H -3.352 -4.315 0.111 0.12
H -4.152 -4.157 1.696 0.11
H -2.382 -4.219 1.597 0.10
H -5.305 -2.267 0.636 0.15
H -5.273 0.214 0.357 0.14

---

Record 3
85
Properties=species:S:1:pos:R:3:lowdin_charge:R:1 method="wB97M-V/def2-TZVPD" e_lumo_ev=2.10 total_charge=-1 homo_lumo_gap_ev=7.8 homo_ev=-5.7
C -0.564 -0.663 1.029 -0.09
C -0.153 -0.753 -0.448 -0.76
Cl -1.048 -2.105 -1.230 0.70
C 1.375 -1.181 -0.532 -0.79
O 1.705 -2.046 0.300 -0.06
O 2.044 -0.621 -1.410 -0.05
N -0.360 0.485 -1.215 -0.25
C -1.701 0.820 -1.712 -0.24
C -2.796 1.261 -0.715 -0.10
C -3.824 0.234 -0.354 -0.22
F -3.933 -0.872 -1.111 0.06
C -4.662 0.376 0.655 -0.32
F -5.517 -0.535 1.101 0.13
F -4.748 1.497 1.366 0.12
P 0.445 1.818 -0.626 0.67
O 0.740 2.862 -1.635 -0.42
H 0.323 -0.420 1.609 0.08
H -1.315 0.101 1.214 0.05
H -0.903 -1.627 1.388 0.07
H -2.068 0.027 -2.353 0.08
H -1.550 1.668 -2.366 0.06
H -3.339 2.074 -1.203 0.13
H -2.373 1.693 0.187 0.08
H -0.354 2.390 0.391 0.00
H 1.589 1.349 0.017 0.04
C -0.651 5.681 1.433 -0.10
C -1.806 6.118 2.324 -0.26
C -1.828 5.349 3.650 -0.19
C -1.971 3.912 3.412 -0.23
N -2.085 2.784 3.225 0.17
H -0.740 4.625 1.177 0.05
H -0.643 6.240 0.498 0.08
H 0.313 5.830 1.922 0.08
H -2.753 5.958 1.805 0.11
H -1.737 7.186 2.537 0.11
H -2.654 5.672 4.285 0.11
H -0.901 5.512 4.204 0.12
C 0.744 1.757 -6.568 -0.11
C 0.362 0.529 -5.752 -0.25
C -1.153 0.295 -5.701 -0.18
C -1.842 1.423 -5.079 -0.23
N -2.356 2.286 -4.523 0.16
H 0.332 2.665 -6.127 0.07
H 1.827 1.869 -6.602 0.07
H 0.380 1.679 -7.596 0.07
H 0.740 0.630 -4.733 0.12
H 0.829 -0.360 -6.179 0.11
H -1.376 -0.597 -5.113 0.12
H -1.565 0.150 -6.702 0.12
C 5.270 -3.350 -2.231 -0.11
C 4.038 -2.817 -2.943 -0.25
C 3.683 -3.619 -4.200 -0.19
C 4.742 -3.577 -5.210 -0.25
N 5.576 -3.544 -5.998 0.12
H 6.168 -3.298 -2.851 0.07
H 5.456 -2.773 -1.324 0.08
H 5.136 -4.394 -1.942 0.04
H 4.180 -1.769 -3.209 0.11
H 3.188 -2.840 -2.260 0.09
H 2.774 -3.221 -4.655 0.11
H 3.504 -4.666 -3.949 0.10
C 4.082 -6.136 1.403 -0.11
C 2.980 -5.553 0.527 -0.25
C 2.570 -6.492 -0.615 -0.18
C 3.690 -6.773 -1.514 -0.25
N 4.574 -6.993 -2.214 0.15
H 4.997 -6.302 0.831 0.07
H 4.321 -5.454 2.218 0.07
H 3.778 -7.091 1.840 0.07
H 3.303 -4.598 0.109 0.10
H 2.096 -5.346 1.131 0.11
H 1.772 -6.036 -1.204 0.12
H 2.200 -7.443 -0.228 0.12
C -4.634 1.771 7.129 -0.11
C -3.184 1.845 6.666 -0.26
C -2.308 2.728 7.561 -0.19
C -2.779 4.113 7.579 -0.25
N -3.157 5.197 7.594 0.14
H -5.108 2.754 7.109 0.07
H -5.207 1.114 6.476 0.07
H -4.706 1.380 8.147 0.07
H -3.140 2.226 5.646 0.08
H -2.753 0.844 6.648 0.11
H -1.279 2.732 7.201 0.12
H -2.301 2.356 8.588 0.12

---

Record 4
58
Properties=species:S:1:pos:R:3:mulliken_spin:R:1 method="wB97M-V/def2-TZVPD" de_lowest_ev=0.907 e_lumo_ev="-4.46 / -3.91" total_charge=+1 homo_lumo_gap_ev="7.7 / 8.3" homo_ev="-12.1 / -12.2" spin_multiplicity=2
V -0.303 -1.216 -0.465 1.10
C -2.764 -3.777 -1.914 0.00
C -2.331 -3.771 -0.460 0.02
N -2.157 -2.430 0.206 -0.07
C -2.136 -2.733 1.679 -0.01
C -1.795 -1.579 2.600 0.04
C -3.328 -1.565 -0.109 0.02
C -2.962 -0.638 -1.243 0.02
N -1.635 -0.044 -0.921 -0.06
C -1.558 1.360 -0.674 -0.01
C -0.481 2.100 -1.140 0.01
F 0.462 1.504 -1.881 0.00
C -0.343 3.444 -0.856 0.00
F 0.729 4.081 -1.329 0.00
C -1.287 4.115 -0.108 0.00
C -2.362 3.390 0.360 0.00
F -3.298 3.977 1.103 0.00
C -2.494 2.040 0.096 -0.01
F -3.531 1.386 0.640 0.00
H -2.795 -4.818 -2.238 0.00
H -2.082 -3.254 -2.576 0.00
H -3.769 -3.376 -2.052 0.00
H -1.395 -4.313 -0.337 0.00
H -3.089 -4.297 0.127 0.00
H -1.424 -3.547 1.818 -0.01
H -3.122 -3.132 1.932 0.00
H -0.752 -1.284 2.545 0.00
H -1.979 -1.903 3.625 0.00
H -2.411 -0.696 2.426 0.00
H -3.571 -0.976 0.769 0.00
H -4.199 -2.178 -0.348 0.00
H -3.702 0.152 -1.354 0.00
H -2.891 -1.160 -2.195 -0.01
H -1.187 5.169 0.108 0.00
C 4.905 4.642 0.796 0.00
C 4.180 3.327 0.721 0.00
C 3.572 2.784 1.856 0.00
C 2.887 1.588 1.793 0.00
C 2.811 0.933 0.564 0.00
C 3.400 1.446 -0.586 0.00
C 4.088 2.642 -0.488 0.00
S 1.945 -0.549 0.515 0.02
O 0.473 -0.163 0.861 -0.02
O 2.458 -1.511 1.440 0.00
N 1.705 -1.022 -0.968 0.02
C 2.283 -2.309 -1.431 -0.01
C 1.147 -3.300 -1.583 0.01
O 1.206 -4.470 -1.702 -0.01
O -0.083 -2.617 -1.483 -0.04
H 5.116 4.923 1.825 0.00
H 4.300 5.433 0.348 0.00
H 5.846 4.601 0.247 0.00
H 3.643 3.308 2.801 0.00
H 2.426 1.171 2.679 0.00
H 3.303 0.935 -1.534 0.00
H 4.554 3.059 -1.372 0.00
H 3.015 -2.719 -0.737 0.00
H 2.765 -2.163 -2.396 0.00

---

Record 5
54
Properties=species:S:1:pos:R:3:lowdin_charge:R:1 method="wB97M-V/def2-TZVPD" de_lowest_ev=4.586 e_lumo_ev=2.45 total_charge=-1 homo_lumo_gap_ev=8.0 homo_ev=-5.5
Pb 1.385 -1.293 1.441 1.34
N 0.227 -3.130 0.042 -0.01
C -0.908 -3.479 0.899 -0.17
C -0.442 -3.618 2.344 -0.54
O -0.807 -4.563 3.034 0.03
N 0.340 -2.604 2.764 -0.09
C 0.919 -2.639 4.091 -0.13
C 2.331 -2.045 4.165 -0.64
O 2.936 -2.116 5.218 0.04
O 2.801 -1.507 3.076 -0.16
H -0.039 -2.820 -0.886 0.06
H 0.897 -3.885 -0.046 0.10
H -1.441 -4.371 0.571 0.12
H -1.602 -2.632 0.878 0.10
H 0.967 -3.671 4.440 0.13
H 0.302 -2.082 4.802 0.14
O -1.804 1.149 3.704 -0.31
S -1.270 0.587 2.491 0.46
O -1.891 -0.621 1.978 -0.33
O 0.213 0.425 2.589 -0.45
C -1.655 1.809 1.220 -0.25
C -2.622 2.754 1.552 -0.06
C -3.090 3.636 0.592 -0.08
C -2.595 3.582 -0.705 -0.08
C -1.625 2.650 -1.029 -0.08
C -1.146 1.754 -0.076 -0.32
P 0.215 0.564 -0.446 1.06
C -0.396 -0.405 -1.848 -0.37
C 0.496 -0.964 -2.764 -0.11
C 0.047 -1.880 -3.706 -0.09
C -1.288 -2.262 -3.730 -0.10
C -2.172 -1.737 -2.796 -0.09
C -1.731 -0.817 -1.856 -0.09
C 1.446 1.751 -1.069 -0.35
C 2.239 2.362 -0.100 -0.08
C 3.167 3.324 -0.463 -0.08
C 3.321 3.677 -1.797 -0.10
C 2.533 3.072 -2.765 -0.09
C 1.594 2.115 -2.402 -0.10
H -2.994 2.776 2.566 0.11
H -3.843 4.367 0.857 0.10
H -2.958 4.270 -1.458 0.10
H -1.220 2.621 -2.034 0.10
H 1.550 -0.723 -2.693 0.11
H 0.748 -2.308 -4.412 0.10
H -1.635 -2.981 -4.462 0.10
H -3.208 -2.051 -2.792 0.10
H -2.416 -0.432 -1.108 0.11
H 2.133 2.074 0.940 0.11
H 3.782 3.788 0.297 0.10
H 4.056 4.420 -2.081 0.10
H 2.646 3.346 -3.807 0.10
H 0.970 1.664 -3.163 0.10
O 2.539 -0.902 -0.058 -0.66

---

Record 6
21
Properties=species:S:1:pos:R:3:lowdin_charge:R:1 method="wB97M-V/def2-TZVPD" de_lowest_ev=1.579 e_lumo_ev=1.02 smiles="CCCC[C@H](N)C=O" total_charge=0 homo_lumo_gap_ev=10.1 homo_ev=-9.1
O -0.254 1.001 2.827 0.05
C 0.659 1.059 2.048 -0.23
C 0.537 0.717 0.542 -0.38
C 0.548 -0.803 0.446 -0.15
C -0.206 -1.466 -0.719 -0.18
C -0.744 -0.576 -1.859 -0.26
C -2.109 -1.051 -2.342 -0.12
N 1.661 1.339 -0.134 0.05
H 1.680 1.337 2.375 0.12
H -0.397 1.196 0.238 0.13
H 1.587 -1.142 0.517 0.12
H 0.153 -1.161 1.387 0.10
H 0.503 -2.134 -1.211 0.10
H -1.017 -2.083 -0.340 0.10
H -0.044 -0.496 -2.690 0.11
H -0.892 0.440 -1.487 0.08
H -2.631 -0.357 -2.996 0.07
H -2.761 -1.385 -1.535 0.07
H -2.021 -1.954 -2.967 0.07
H 2.205 0.724 -0.714 0.07
H 1.583 2.275 -0.484 0.07

---

Record 7
5
Properties=species:S:1:pos:R:3:lowdin_charge:R:1 method="wB97M-V/def2-TZVPD" de_lowest_ev=1.292 e_lumo_ev=-0.41 smiles=OP total_charge=0 homo_lumo_gap_ev=9.7 homo_ev=-10.1
O 0.284 0.314 1.286 -0.44
P 0.754 -0.506 -0.633 0.81
H 0.368 1.260 1.218 -0.05
H -0.087 -1.607 -0.482 -0.16
H -0.267 0.264 -1.219 -0.16

---

Record 8
13
Properties=species:S:1:pos:R:3:lowdin_charge:R:1 method="wB97M-V/def2-TZVPD" de_lowest_ev=1.798 e_lumo_ev=0.98 smiles="CC(=O)N1CC1" total_charge=0 homo_lumo_gap_ev=10.7 homo_ev=-9.8
C 1.756 -0.016 -0.368 0.01
C 0.767 0.499 0.657 -0.50
O 1.022 1.467 1.336 0.08
N -0.467 -0.157 0.828 -0.03
C -1.168 -0.905 -0.189 -0.13
C -1.630 0.450 0.212 -0.10
H 2.216 0.860 -0.832 0.09
H 2.547 -0.581 0.132 0.09
H 1.315 -0.647 -1.141 0.06
H -1.703 -1.771 0.189 0.11
H -0.717 -1.040 -1.169 0.10
H -2.507 0.583 0.836 0.11
H -1.433 1.258 -0.491 0.12

---

Record 9
6
Properties=species:S:1:pos:R:3:mulliken_spin:R:1 method="wB97M-V/def2-TZVPD" de_lowest_ev=0.834 e_lumo_ev="-5.61 / -12.50" total_charge=+1 homo_lumo_gap_ev="7.4 / 7.8" homo_ev="-13.0 / -20.3" spin_multiplicity=3
C 0.831 -0.575 -0.072 0.89
N -1.528 -0.176 -0.190 0.13
N -2.485 0.271 0.063 0.01
N 1.121 0.515 0.005 0.96
H 0.627 -1.549 -0.122 0.02
H 1.434 1.513 0.316 -0.01

---

Record 10
53
Properties=species:S:1:pos:R:3:mulliken_spin:R:1 method="wB97M-V/def2-TZVPD" de_lowest_ev=1.152 e_lumo_ev="-3.20 / -8.05" total_charge=+1 homo_lumo_gap_ev="9.7 / 4.8" homo_ev="-12.9 / -12.8" spin_multiplicity=2
C -1.934 -0.813 1.406 0.04
C -2.006 -1.807 2.492 0.00
S -1.450 -1.242 4.151 0.03
C -0.555 -0.061 1.150 0.02
N 0.058 -0.285 -0.148 0.59
C 1.700 -0.205 -0.051 0.07
C 2.221 1.141 -0.464 0.02
C 1.806 2.276 0.601 0.01
H -1.957 -1.371 0.329 0.00
H -2.449 0.146 1.501 0.00
H -1.502 -2.682 1.994 0.01
H -3.028 -2.113 2.598 0.00
H -0.733 -0.157 3.838 0.00
H 0.116 -0.579 1.912 0.10
H -0.409 1.029 1.272 0.05
H -0.188 -1.244 -0.423 -0.01
H 1.824 -0.532 0.948 -0.03
H 1.853 -0.905 -0.858 0.03
H 2.023 1.534 -1.442 0.00
H 3.287 1.135 -0.307 0.00
H 1.612 3.183 0.132 0.00
H 2.686 2.533 1.319 0.00
H 1.031 1.909 1.217 0.00
H 2.278 3.554 -2.358 0.00
H 1.116 2.946 -3.163 0.00
O 2.032 3.367 -3.266 0.00
H 3.786 -1.742 0.881 0.00
H 3.650 -1.876 2.443 0.00
O 3.649 -1.261 1.694 0.01
H -0.776 -3.727 -1.260 0.00
H -1.356 -3.003 -2.505 0.00
O -1.050 -2.890 -1.618 0.00
H -2.902 2.173 -1.816 0.00
H -1.783 1.306 -1.109 0.00
O -2.732 1.333 -1.289 0.00
H -0.394 1.321 -3.116 0.00
H 0.248 1.083 -1.680 0.03
O 0.028 1.756 -2.366 0.02
H 2.201 -2.875 -1.432 0.00
H 2.196 -1.561 -2.186 0.00
O 2.249 -2.503 -2.324 0.00
H -1.862 -2.083 -3.543 0.00
H -2.107 -0.564 -3.388 0.00
O -1.794 -1.252 -3.980 0.00
H -1.399 3.221 2.454 0.00
H -0.584 4.191 1.685 0.00
O -0.496 3.347 2.167 0.00
H -0.899 3.311 -0.084 0.00
H -0.968 2.858 -1.480 0.00
O -1.210 3.638 -0.953 0.00
H -0.315 -3.985 0.746 0.00
H 1.064 -3.607 1.373 0.00
O 0.540 -3.522 0.582 0.00

---

Record 11
36
Properties=species:S:1:pos:R:3:lowdin_charge:R:1 method="wB97M-V/def2-TZVPD" de_lowest_ev=0.000 e_lumo_ev="-17.11 / -15.37" total_charge=+4 homo_lumo_gap_ev="3.7 / 5.4" homo_ev="-20.8 / -20.8"
In -1.388 -0.123 -7.101 1.23
Ga 0.304 1.098 -2.557 -0.05
Cl 0.287 -0.141 -4.503 0.24
Cl -1.226 2.588 -2.819 0.32
C 2.223 2.032 -2.555 0.12
C 0.279 -1.954 -6.972 -0.02
C 0.290 1.655 -7.186 0.00
O 3.182 2.654 -2.703 0.28
O 1.195 -2.465 -6.510 0.20
O 1.247 2.177 -6.834 0.20
C -1.254 0.028 3.401 0.06
N -1.469 -0.047 1.970 -0.03
N -0.453 -0.331 1.123 0.10
C -0.832 -0.016 -0.140 -0.31
O 0.011 -0.130 -1.137 -0.08
C -2.180 0.405 -0.066 0.11
C -2.520 0.425 1.274 -0.17
C -3.766 0.854 1.948 0.04
C 0.830 -0.753 1.599 -0.09
C 0.916 -1.819 2.500 0.05
C 2.142 -2.112 3.096 0.06
C 3.286 -1.383 2.742 0.09
C 3.208 -0.373 1.773 0.04
C 1.976 -0.065 1.192 0.05
H -2.174 0.420 3.843 0.12
H -0.420 0.699 3.658 0.13
H -1.062 -0.967 3.816 0.10
H -2.764 0.719 -0.909 0.12
H -4.230 0.042 2.527 0.13
H -3.608 1.704 2.630 0.12
H -4.484 1.170 1.185 0.11
H 0.023 -2.386 2.756 0.15
H 2.203 -2.913 3.838 0.16
H 4.248 -1.618 3.203 0.16
H 4.096 0.189 1.477 0.15
H 1.884 0.735 0.445 0.12

---

Record 12
36
Properties=species:S:1:pos:R:3:mulliken_spin:R:1 method="wB97M-V/def2-TZVPD" e_lumo_ev="-12.86 / -15.32" total_charge=+3 homo_lumo_gap_ev="7.3 / 4.8" homo_ev="-20.2 / -20.1" spin_multiplicity=5
C -0.850 -2.493 -1.826 0.52
I 2.882 -1.606 -1.942 1.01
H -1.879 -2.389 -1.436 0.02
H -0.430 -3.457 -1.488 0.05
H -0.835 -2.449 -2.924 0.03
Ru 0.514 -1.110 -0.991 1.14
P -0.144 0.512 -2.384 -0.10
C 1.210 1.239 -3.383 0.05
C -1.479 0.162 -3.556 0.01
H -1.532 1.796 -0.885 0.00
H -0.977 2.798 -2.271 0.00
H 0.135 2.432 -0.908 0.00
C -0.681 2.046 -1.530 0.01
H -2.419 0.036 -3.008 0.00
H -1.567 0.999 -4.260 0.00
H 0.797 1.999 -4.060 0.00
H 1.709 0.447 -3.950 0.00
H -1.253 -0.759 -4.103 -0.01
H 1.944 1.713 -2.719 0.00
C 1.461 0.130 0.017 0.11
O 2.066 0.873 0.685 -0.04
Cl -2.040 -0.409 -0.120 0.16
C 1.273 -0.205 4.641 0.01
N 1.365 -0.856 3.346 0.03
C 0.344 -1.124 2.521 -0.11
S 0.555 -2.393 1.373 1.09
N -0.815 -0.463 2.609 0.04
C -0.940 0.911 3.092 0.00
H 0.356 -0.487 5.167 0.00
H 1.334 0.884 4.533 0.00
H 2.133 -0.547 5.220 0.00
H 2.216 -1.369 3.123 0.01
H -1.446 -0.670 1.795 -0.02
H -1.861 1.312 2.664 0.00
H -1.038 0.936 4.180 0.00
H -0.109 1.559 2.779 0.00